The following is a DFT calculation (ωB97M-V/def2-TZVPD) of one molecule with the formula C4H12N2 at a distorted geometry.

```
18
Properties=species:S:1:pos:R:3:mulliken_charge:R:1
N 0.883 1.414 -1.388 -0.59
C 1.639 0.227 -0.908 -0.65
C 1.149 -0.255 0.440 -0.63
C -0.203 -0.961 0.482 -0.54
C -1.413 -0.030 0.250 -0.37
N -2.641 -0.698 0.685 -0.64
H 1.484 1.903 -2.046 0.26
H 0.894 2.070 -0.605 0.21
H 2.709 0.449 -0.875 0.38
H 1.527 -0.551 -1.663 0.32
H 1.159 0.547 1.182 0.32
H 1.906 -0.933 0.830 0.32
H -0.220 -1.816 -0.196 0.23
H -0.305 -1.383 1.492 0.38
H -1.483 0.163 -0.821 0.31
H -1.164 0.897 0.765 0.24
H -3.408 -0.034 0.732 0.23
H -2.511 -1.008 1.643 0.23
```

orbital gap: 10.38 eV
highest occupied orbital energy: -9.3 eV

***

The following is a DFT calculation (ωB97M-V/def2-TZVPD) of C25H32As2ClO11Os as an isolated structure at a distorted geometry.

```
72
Properties=species:S:1:pos:R:3:mulliken_charge:R:1
Os 0.024 0.102 0.183 1.07
C -0.379 0.104 -3.376 -1.18
C -0.762 0.861 -2.142 0.69
C -1.914 0.523 -1.414 -0.57
C -2.259 1.198 -0.235 1.09
C -3.474 0.814 0.552 -1.53
C -1.430 2.240 0.197 -1.05
C -0.283 2.633 -0.522 1.01
C 0.546 3.802 -0.105 -1.79
C 0.043 1.906 -1.671 -0.43
H -0.754 0.625 -4.260 0.53
H -0.808 -0.896 -3.362 0.23
H 0.705 0.028 -3.458 0.23
H -2.522 -0.306 -1.749 0.50
H -4.331 1.406 0.225 0.35
H -3.322 0.997 1.615 0.39
H -3.714 -0.237 0.414 0.11
H -1.662 2.741 1.128 0.52
H 0.196 4.680 -0.658 0.39
H 1.596 3.643 -0.340 0.38
H 0.464 4.002 0.953 0.39
H 0.953 2.153 -2.205 0.42
O 1.015 -0.994 0.995 -0.45
C 4.957 0.906 -1.444 -0.60
O 4.461 -0.313 -0.864 -0.25
C 3.364 -0.792 -1.382 -0.02
O 2.749 -0.266 -2.296 -0.62
C 2.756 -1.996 -0.715 0.04
C 3.280 -2.911 0.097 0.82
As 2.277 -4.240 1.161 0.36
C 2.795 -5.820 0.113 -1.04
C 0.410 -4.236 0.507 0.76
C -0.111 -3.337 -0.330 0.03
As 0.884 -1.934 -1.239 1.21
C 1.058 -2.891 -2.934 -1.30
C -1.546 -3.162 -0.728 -0.11
O -1.811 -2.543 -1.745 -0.57
O -2.451 -3.623 0.100 -0.20
C -3.821 -3.458 -0.293 -0.64
C -0.441 -5.444 0.888 0.20
O -1.118 -5.954 0.038 -0.55
O -0.429 -5.999 2.101 -0.36
C 0.230 -5.527 3.280 -0.72
C 4.766 -3.082 0.331 -0.35
O 5.641 -2.675 -0.377 -0.54
O 4.971 -3.842 1.413 -0.37
C 6.351 -4.121 1.714 -0.79
H 5.865 1.139 -0.899 0.27
H 4.226 1.703 -1.323 0.17
H 5.171 0.765 -2.500 0.32
H 3.860 -5.993 0.246 0.36
H 2.572 -5.683 -0.943 0.38
H 2.246 -6.685 0.484 0.39
H 1.523 -3.844 -2.687 0.40
H 1.689 -2.328 -3.618 0.45
H 0.081 -3.058 -3.380 0.49
H -4.410 -3.897 0.505 0.27
H -4.011 -3.974 -1.232 0.33
H -4.064 -2.404 -0.408 0.14
H -0.178 -6.134 4.084 0.30
H 0.012 -4.477 3.474 0.32
H 1.303 -5.692 3.234 0.35
H 6.340 -4.743 2.602 0.28
H 6.888 -3.195 1.903 0.30
H 6.818 -4.646 0.883 0.35
Cl 1.957 1.071 5.049 -0.19
C 0.422 1.605 4.327 -0.49
C 0.553 1.591 2.812 0.81
O 1.207 2.429 2.225 -0.62
O -0.051 0.577 2.268 -0.70
H 0.225 2.621 4.661 0.35
H -0.359 0.935 4.668 0.27
```

orbital gap: 7.28 eV
highest occupied orbital energy: -11.6 eV
total charge: +1

***

The following is a DFT calculation (ωB97M-V/def2-TZVPD) of one molecule with the formula C10H11BBrNO at a distorted geometry.

```
25
Properties=species:S:1:pos:R:3:mulliken_charge:R:1
C 3.139 1.812 0.739 -0.93
C 2.353 0.907 -0.377 -0.27
C 1.641 -0.332 0.423 -0.30
Br 2.942 -1.647 1.150 -0.12
B 0.522 -0.947 -0.582 0.17
N 0.769 -1.871 -1.744 -0.37
C 0.950 -3.109 -1.336 0.62
O 1.578 -4.107 -0.883 -0.46
C -1.034 -0.459 -0.315 0.48
C -1.668 0.697 -1.211 -0.30
C -3.129 1.182 -0.915 -0.46
C -3.894 0.458 0.268 -0.31
C -3.266 -0.667 1.151 -0.46
C -1.806 -1.150 0.855 -0.33
H 3.263 1.206 1.724 0.29
H 4.178 2.113 0.314 0.27
H 2.537 2.764 1.023 0.28
H 1.488 1.557 -0.795 0.15
H 3.061 0.521 -1.205 0.31
H 1.090 0.155 1.324 0.34
H -1.022 1.165 -2.041 0.26
H -3.603 2.037 -1.537 0.29
H -4.968 0.830 0.491 0.28
H -3.845 -1.161 2.008 0.30
H -1.275 -1.957 1.470 0.29
```

orbital gap: 8.73 eV
highest occupied orbital energy: -8.9 eV

***

The following is a DFT calculation (ωB97M-V/def2-TZVPD) of a 2-piece molecular cluster, C5H12NO overall at a distorted geometry.

```
19
Properties=species:S:1:pos:R:3:mulliken_spin:R:1
C -1.021 -2.241 -0.206 0.07
C -0.021 -1.713 0.772 0.06
C 0.357 -0.339 0.638 0.16
C 1.376 -0.058 -0.304 0.50
N 1.439 1.282 -0.786 -0.05
C 2.278 1.561 -1.761 0.16
H -0.979 -3.330 -0.195 0.00
H -0.944 -1.919 -1.258 0.00
H -2.052 -2.028 0.164 0.00
H 0.954 -2.319 0.768 0.01
H -0.200 -1.704 1.877 0.04
H -0.351 0.447 0.982 0.04
H 2.206 -0.699 -0.285 0.02
H 0.549 1.813 -0.462 0.00
H 3.002 0.906 -2.101 0.01
H 2.245 2.601 -2.229 0.01
H -3.617 1.360 2.223 0.00
H -3.668 1.721 0.679 0.00
O -3.130 1.363 1.311 0.00
```

orbital gap (alpha / beta): 6.40 / 4.09 eV
highest occupied orbital energy (alpha / beta): -17.5 / -17.5 eV
multiplicity: 2
total charge: +2

***

The following is a DFT calculation (ωB97M-V/def2-TZVPD) of C5H20O5 as an isolated structure at a distorted geometry.

```
30
Properties=species:S:1:pos:R:3:mulliken_charge:R:1
C -0.519 -0.430 0.898 -1.59
O 0.590 -0.246 0.026 -0.59
H -1.227 -1.188 0.563 0.52
H -0.149 -0.617 1.906 0.41
H -1.297 0.332 0.934 0.74
H 0.220 0.214 -0.730 0.31
C -2.365 2.609 -1.035 -0.74
O -2.336 1.603 -0.048 -0.48
H -1.603 2.665 -1.812 0.28
H -3.188 2.328 -1.691 0.34
H -2.644 3.545 -0.550 0.26
H -2.255 0.760 -0.501 0.26
C 1.613 1.201 1.987 -0.72
O 1.753 -0.174 1.817 -0.70
H 1.757 1.405 3.048 0.33
H 2.367 1.771 1.444 0.29
H 0.695 1.688 1.658 0.22
H 1.327 -0.428 0.994 0.78
C -1.506 -3.050 -1.197 -0.42
O -2.660 -3.262 -0.338 -0.51
H -1.665 -2.545 -2.149 0.22
H -0.841 -2.507 -0.525 0.11
H -1.049 -3.965 -1.573 0.35
H -2.419 -3.941 0.297 0.30
C 3.043 0.198 -0.292 0.16
O 3.198 0.882 -1.466 -0.59
H 2.742 -0.746 -0.745 0.32
H 3.846 -0.104 0.380 0.34
H 2.116 0.512 0.186 -0.53
H 2.455 1.489 -1.485 0.32
```

orbital gap: 9.36 eV
highest occupied orbital energy: -9.3 eV

***

The following is a DFT calculation (ωB97M-V/def2-TZVPD) of one molecule with the formula C3H6O3.

```
12
Properties=species:S:1:pos:R:3:mulliken_charge:R:1
O 1.510 1.448 -0.204 -0.53
C 0.983 0.659 0.548 0.17
C 0.435 -0.659 0.020 -0.03
O 0.792 -0.810 -1.326 -0.55
C -1.086 -0.447 0.189 -0.50
O -1.403 0.947 0.200 -0.53
H 0.790 0.880 1.609 0.35
H 0.815 -1.507 0.618 0.30
H 1.341 -0.032 -1.533 0.36
H -1.634 -0.942 -0.619 0.31
H -1.438 -0.836 1.146 0.32
H -1.110 1.305 -0.649 0.32
```

orbital gap: 11.18 eV
highest occupied orbital energy: -10.3 eV

***

Energy relative to the best compared isomer or geometry (same formula, charge and spin), record by record: 42.2; 78.3; 579.2; 341.4; 638.3; 147.1 kJ/mol